Below is C12H19Cl2FIN2ORhSi as an isolated structure at a distorted geometry, with properties calculated with the ωB97M-V functional and the def2-TZVPD basis.

Computed properties:
Kohn-Sham gap   6.034 eV
Electronic energy   -64512.952 eV

ORCA input file:
```
! wB97M-V def2-TZVPD RIJCOSX def2/J DEFGRID3
* xyz 2 1
Rh -1.0838 0.7039 1.1417
Cl -2.9264 -0.1130 2.6821
C -2.7335 1.4705 1.9984
Cl 0.1957 1.4499 2.7829
H -2.5071 2.2227 2.7406
H -3.4762 1.7212 1.2534
C -0.1059 2.6249 -0.2473
Si 0.8074 1.3533 -1.1955
C 2.4030 1.9066 -1.8694
C -0.2259 0.6708 -2.5322
N 0.8031 0.0674 0.1552
C 1.6934 -0.6311 0.6983
C 3.1276 -0.6543 0.2724
C 4.0349 -1.3777 0.9365
C 3.6158 -2.1476 2.0754
C 2.3037 -2.2420 2.5325
C 1.3522 -1.5217 1.8749
F 0.1208 -1.6236 2.2431
H -0.3872 3.4143 -0.9550
H 0.4658 3.0533 0.5758
H -1.0871 2.2748 0.1829
H 2.1530 2.6746 -2.6114
H 2.9317 1.1133 -2.4069
H 3.0776 2.3686 -1.1421
H -0.1053 1.3613 -3.3763
H -1.2774 0.6301 -2.2565
H 0.0952 -0.3226 -2.8586
H 3.4201 -0.0448 -0.5694
H 5.0736 -1.3820 0.6349
H 4.3764 -2.7010 2.6210
H 2.0293 -2.8592 3.3787
N -3.9866 -0.7138 -1.7561
C -3.0428 -0.9008 -0.8448
O -2.3890 0.0697 -0.4138
C -2.7994 -2.3005 -0.3740
I -0.9597 -3.0330 -1.1421
H -4.1801 0.2163 -2.0951
H -4.5223 -1.4807 -2.1279
H -3.5551 -2.9987 -0.7132
H -2.7293 -2.3197 0.7070
*
```

Below is C12H19Cl3O3Tc as an isolated structure at a distorted geometry, with properties calculated with the ωB97M-V functional and the def2-TZVPD basis.

Computed properties:
Kohn-Sham gap (spin up / spin down)   4.884 / 6.645 eV
Energy above the lowest of the compared OMol25 structures with the same formula, charge and spin   4.037 eV
⟨S²⟩   3.811
Electronic energy   -58659.933 eV

ORCA input file:
```
! wB97M-V def2-TZVPD RIJCOSX def2/J DEFGRID3
* xyz -2 4
C -1.2257 0.7136 -0.8455
C -1.3398 -0.5257 -1.5648
C -0.0746 -1.0969 -1.7208
C -2.6408 -1.2269 -1.8836
C 0.8919 -0.2704 -1.1120
C 0.2023 0.8764 -0.5663
C 0.8310 2.2182 -0.6151
C -2.2308 1.8100 -0.9534
C 0.1260 -2.4821 -2.1822
C 2.3445 -0.4896 -1.1659
Tc -0.7692 -0.2053 1.0437
Cl -2.0679 -2.0447 0.6539
Cl -2.8969 0.2658 2.1670
Cl 0.7352 -2.2487 1.3703
H -3.3775 -0.3982 -1.9494
H -2.9012 -1.8943 -1.0476
H -2.5480 -1.7861 -2.8424
H -0.6584 -3.0953 -1.6819
H 1.1266 -2.7879 -1.8238
H 0.0513 -2.6069 -3.2873
H 2.6102 -1.5276 -1.0251
H 2.8290 0.0812 -0.3889
H 2.6819 -0.1736 -2.1468
H 1.7457 2.2194 -0.0376
H 0.1363 2.9493 -0.2259
H 1.0555 2.4266 -1.6646
H -3.2040 1.3461 -0.7919
H -2.1906 2.2646 -1.9515
H -2.0690 2.5806 -0.2041
O -0.7896 1.7200 1.9216
H 0.0443 2.2567 1.9936
C 2.1945 0.0135 4.2043
O 0.9771 -0.0097 3.4085
C 0.9930 0.2637 2.0904
O 1.9688 0.8364 1.5581
H 3.0008 -0.5835 3.7432
H 1.8790 -0.4270 5.1324
H 2.5588 1.0383 4.3917
*
```

Below is C12H19GaINOP as an isolated structure, with properties calculated with the ωB97M-V functional and the def2-TZVPD basis.

Computed properties:
Kohn-Sham gap   6.782 eV
Electronic energy   -86058.517 eV

ORCA input file:
```
! wB97M-V def2-TZVPD RIJCOSX def2/J DEFGRID3
* xyz -1 1
C -0.8077 -1.2279 0.4301
C -0.8840 0.0961 -0.2931
C -0.1060 1.2081 0.0177
C -0.2740 2.3832 -0.7074
C -1.1896 2.4827 -1.7476
C -1.9629 1.3724 -2.0917
C -2.9415 1.3987 -3.2285
Ga -2.2931 0.2476 -4.7619
I -2.3782 -2.3476 -4.2660
P -0.0126 0.7453 -5.1837
O 0.2651 2.2162 -4.9925
C -1.7980 0.2032 -1.3440
H -0.3480 -1.9832 -0.2037
H -0.3157 -1.1814 1.3938
H -1.8379 -1.5513 0.5774
H 0.6187 1.1406 0.8113
H 0.3371 3.2375 -0.4452
H -1.3077 3.4008 -2.3011
H -3.9372 1.1128 -2.8968
H -2.9840 2.4144 -3.6240
H -3.1707 0.4749 -6.0741
H 0.8652 -0.0831 -4.4332
H 0.2587 0.3467 -6.5242
H -2.4086 -0.6556 -1.5923
C 1.2744 -1.1942 5.3091
C 2.5464 -1.9363 4.9152
C 3.4567 -1.1103 3.9994
C 2.7737 -0.7654 2.7515
N 2.2136 -0.4952 1.7911
H 0.6627 -0.9634 4.4362
H 0.6697 -1.8022 5.9822
H 1.5079 -0.2572 5.8187
H 2.2819 -2.8697 4.4153
H 3.1065 -2.2022 5.8141
H 4.3602 -1.6690 3.7534
H 3.7587 -0.1860 4.4945
*
```

Below is C12H19HfN2O8P2 as an isolated structure, with properties calculated with the ωB97M-V functional and the def2-TZVPD basis.

Computed properties:
Kohn-Sham gap   9.367 eV
Energy above the lowest of the compared OMol25 structures with the same formula, charge and spin   0.000 eV
Electronic energy   -52002.293 eV

ORCA input file:
```
! wB97M-V def2-TZVPD RIJCOSX def2/J DEFGRID3
* xyz 1 1
Hf -1.0546 -0.5885 -1.0017
O -3.6557 0.5121 -4.0733
P -2.9825 -0.1667 -2.8507
O -1.4440 -0.1091 -3.0107
O -3.2029 0.3384 -1.4464
O -3.4125 -1.7034 -2.9032
P -3.4825 -2.6410 -1.5445
O -3.0468 -4.0320 -2.1367
O -4.7589 -2.5501 -0.8641
O -2.1849 -2.1988 -0.7260
H -4.6230 0.5376 -4.0756
H -3.7927 -4.6417 -2.2195
C 3.5494 -2.1761 -1.7633
C 2.9439 -1.5895 -2.8669
C 1.6315 -1.1455 -2.7846
C 0.9029 -1.2688 -1.5982
C 1.5399 -1.8667 -0.4975
C 2.8507 -2.3236 -0.5743
H 4.5699 -2.5298 -1.8302
H 3.4969 -1.4907 -3.7916
H 1.1653 -0.7022 -3.6579
H 1.0203 -2.0103 0.4541
H 3.3235 -2.7957 0.2768
C 1.1748 2.2572 -0.3702
N 0.9209 2.1142 1.0617
C 1.6887 2.9354 2.0067
C 0.9049 3.0962 3.2907
C 0.5109 1.7362 3.8245
N -0.1423 0.9414 2.7780
C -1.0527 -0.1028 3.2360
C 0.0730 1.1809 1.4917
O -0.5550 0.4853 0.5984
H 1.8707 3.0788 -0.5109
H 0.2555 2.4935 -0.9101
H 1.6240 1.3482 -0.7751
H 1.8646 3.8981 1.5309
H 2.6578 2.4600 2.1811
H 0.0089 3.6914 3.1050
H 1.5061 3.6272 4.0271
H -0.2039 1.8341 4.6414
H 1.3716 1.1777 4.2015
H -1.9608 0.3389 3.6459
H -0.5516 -0.6831 4.0100
H -1.3194 -0.7669 2.4218
*
```

Below is C12H19I2LuN4O as an isolated structure at a distorted geometry, with properties calculated with the ωB97M-V functional and the def2-TZVPD basis.

Computed properties:
Kohn-Sham gap (spin up / spin down)   3.465 / 1.662 eV
Electronic energy   -70577.193 eV

ORCA input file:
```
! wB97M-V def2-TZVPD RIJCOSX def2/J DEFGRID3
* xyz -2 1
C -2.0679 -0.2947 -2.0259
I 0.7895 1.4208 -2.0805
H -2.9862 -0.8498 -2.2422
H -1.2110 -0.6925 -2.5679
H -2.1859 0.7482 -2.3392
C 0.3352 3.7427 2.1011
C -0.8875 3.9804 1.5643
N -1.2412 2.8420 0.8536
C -0.2753 1.8826 0.9359
N 0.6916 2.4619 1.7114
H 0.9734 4.3544 2.7179
H -1.5359 4.8394 1.6247
C 2.1573 -3.5122 -1.0014
C 0.6722 -1.8328 -0.5796
N 1.9954 -2.1748 -0.6755
H 0.5792 -5.0286 -1.3720
N 0.0203 -3.0048 -0.8589
H 3.1309 -3.9615 -1.1131
Lu 0.0010 0.0140 0.0864
C -1.8380 -0.2868 -0.5152
O -2.7518 -0.4398 0.2600
C 0.9120 -4.0336 -1.1241
C -1.4242 -3.2155 -0.7788
H -1.6086 -4.2892 -0.7127
H -1.9270 -2.8135 -1.6618
H -1.7965 -2.7362 0.1264
C 3.1059 -1.3086 -0.2881
H 3.9750 -1.5512 -0.9029
H 3.3440 -1.4632 0.7691
H 2.8173 -0.2710 -0.4642
C 2.0034 1.8684 1.9533
H 2.7855 2.5396 1.5848
H 2.0535 0.9060 1.4372
H 2.1249 1.7096 3.0264
C -2.4558 2.7546 0.0456
H -2.1856 2.3890 -0.9468
H -2.8738 3.7586 -0.0428
H -3.1775 2.0799 0.5054
I -0.0384 -0.5336 2.9909
*
```

Below is a 2-piece molecular cluster, C12H19NO overall at a distorted geometry, with properties calculated with the ωB97M-V functional and the def2-TZVPD basis.

Computed properties:
Kohn-Sham gap   9.781 eV
SMILES   CCN(C)C(C)=O.Cc1ccccc1
Energy above the lowest of the compared OMol25 structures with the same formula, charge and spin   1.183 eV
Electronic energy   -16288.867 eV

ORCA input file:
```
! wB97M-V def2-TZVPD RIJCOSX def2/J DEFGRID3
* xyz 0 1
C 1.9432 -0.0895 2.2459
C 3.4006 -0.2837 2.5899
C 0.4356 1.8144 1.5505
C 1.9422 2.2475 -0.8492
C 2.2118 1.0392 0.0615
O 3.1854 0.3372 -0.2123
N 1.6544 1.0133 1.3015
H 1.4894 -0.9307 1.7100
H 1.3211 0.0923 3.1081
H 3.9844 -1.1575 2.3228
H 3.7098 0.0187 3.5882
H 0.6876 2.8372 1.5502
H 1.0123 2.1813 -1.4084
H 3.8955 0.4747 1.9714
H -0.1740 1.5320 0.7056
H 0.0204 1.5418 2.5095
H 1.9526 3.1628 -0.2603
H 2.8599 2.2073 -1.4274
C -2.2940 1.2524 -1.9875
C -3.0017 -0.4808 -0.2647
C -2.3012 -0.1407 -1.4267
C -3.1574 -1.7928 0.1520
C -2.4361 -2.8107 -0.4565
C -1.5836 -1.1770 -2.0206
C -1.6165 -2.4750 -1.5236
H -3.3118 0.3225 0.3947
H -3.8043 -2.0132 0.9907
H -2.4689 2.1414 -1.3900
H -2.9950 1.2156 -2.8169
H -2.4544 -3.8400 -0.1281
H -0.8237 -0.9506 -2.7630
H -1.0180 -3.2015 -2.0584
H -1.2822 1.5048 -2.3061
*
```

Below is one molecule with the formula C12H19NO2, with properties calculated with the ωB97M-V functional and the def2-TZVPD basis.

Computed properties:
Kohn-Sham gap   9.285 eV
SMILES   C#CCOCOCC#CCN(CC)CC
Energy above the lowest of the compared OMol25 structures with the same formula, charge and spin   4.919 eV
Electronic energy   -18332.404 eV

ORCA input file:
```
! wB97M-V def2-TZVPD RIJCOSX def2/J DEFGRID3
* xyz 0 1
C -6.2863 -1.2500 0.0052
C -5.5014 -0.3851 0.2665
C -4.4864 0.6098 0.5757
H -4.7880 1.1858 1.4561
H -4.3703 1.2868 -0.2839
O -3.2323 0.0291 0.9149
C -2.5684 -0.5527 -0.1673
O -2.1220 0.3789 -1.1037
C -1.0576 1.2019 -0.6357
C 0.1880 0.4687 -0.4658
C 1.1784 -0.1964 -0.3418
C 2.4042 -0.9553 -0.1581
N 3.5703 -0.0955 -0.2254
C 4.8048 -0.7969 -0.4962
C 5.2465 -1.8119 0.5675
H 5.3253 -1.3374 1.5436
H 4.5374 -2.6334 0.6385
H 6.2186 -2.2208 0.3043
H 4.6904 -1.3121 -1.4557
H 5.5843 -0.0404 -0.6203
C 3.6341 0.9020 0.8315
C 3.3122 2.2904 0.2806
H 2.3088 2.3015 -0.1345
H 4.0148 2.5481 -0.5073
H 3.3796 3.0340 1.0712
H 4.6371 0.9199 1.2692
H 2.9261 0.6603 1.6345
H 2.4757 -1.6926 -0.9649
H 2.3278 -1.4996 0.8038
H -0.9344 1.9750 -1.4005
H -1.3373 1.6718 0.3192
H -1.7298 -1.1124 0.2709
H -3.2299 -1.2337 -0.7215
H -7.0038 -1.9824 -0.2177
*
```